# 1
13
Properties=species:S:1:pos:R:3:forces:R:3:nbo_charge:R:1 method="wB97M-V/def2-TZVPD" homo_energy_ev=-9.025 max_force_ha_per_bohr=0.0299 de_lowest_kcal_mol=70.7
C -0.196 1.459 0.009 -0.5 1.3 0.7 0.26
C 0.285 -1.458 -0.475 -0.1 -0.2 -1.4 -0.08
C 0.345 -1.000 0.967 -1.0 -0.6 -0.7 -0.60
H 0.028 3.166 0.862 -0.4 -0.4 -0.4 0.35
H -1.145 1.084 -1.709 -0.4 0.2 0.1 0.39
H 1.219 -1.932 -0.858 -0.5 0.6 0.5 0.20
H -0.525 -2.169 -0.642 -0.1 -0.2 0.2 0.18
H 0.955 -1.649 1.549 0.7 -0.5 0.4 0.24
H -0.648 -1.053 1.413 0.0 0.3 0.0 0.23
N -0.515 2.699 0.119 0.8 -1.2 -0.2 -0.68
N -0.881 0.584 -0.868 0.7 -0.1 0.1 -0.36
O 0.065 -0.353 -1.384 0.4 -0.6 0.2 -0.40
S 1.012 0.621 1.016 0.5 1.3 0.4 0.25



# 2
21
Properties=species:S:1:pos:R:3:forces:R:3:lowdin_spin:R:1 method="wB97M-V/def2-TZVPD" homo_energy_ev="3.142 / 1.124" max_force_ha_per_bohr=0.0581 charge=-2 de_lowest_kcal_mol=60.6 spin_multiplicity=2
C -0.766 -1.097 -0.072 1.3 -1.7 1.7 0.49
N -1.942 -1.333 -0.812 1.2 2.5 0.3 0.30
C -3.108 1.229 0.983 -0.2 -0.2 0.1 0.01
C 0.590 -0.555 -0.549 -0.4 0.1 -0.3 0.05
C 1.602 -1.720 -0.717 -0.2 0.3 -0.6 0.04
N 1.068 0.524 0.350 0.2 0.1 -0.4 0.02
C 2.309 1.260 -0.094 -0.1 0.0 -0.1 0.00
O 3.480 0.632 -0.002 0.2 -0.1 0.0 0.00
H -1.678 -0.258 -0.793 -2.2 -0.6 -2.0 0.02
H -0.746 -1.338 1.019 0.2 -0.1 -0.2 0.04
H -3.780 1.625 0.233 -0.2 0.1 -0.2 0.00
H -3.576 1.289 1.961 -0.1 0.1 0.2 0.00
H -2.885 0.194 0.737 0.0 -0.2 -0.1 0.01
H -2.184 1.783 0.964 0.4 0.2 0.1 0.00
H 0.453 -0.086 -1.559 0.0 -0.3 0.6 0.00
H 1.220 -2.435 -1.458 -0.1 0.0 0.0 0.00
H 2.582 -1.350 -1.030 0.0 0.0 0.2 0.01
H 1.689 -2.245 0.224 0.2 -0.2 0.4 0.01
H 1.367 0.102 1.218 -0.1 -0.3 0.3 0.00
H 2.028 1.583 -1.134 0.0 0.1 0.0 0.00
H 2.280 2.197 0.532 -0.1 0.0 -0.1 0.00



# 3
34
Properties=species:S:1:pos:R:3:forces:R:3:nbo_charge:R:1 method="wB97M-V/def2-TZVPD" homo_energy_ev=-3.450 max_force_ha_per_bohr=0.0643 charge=-1
C 3.116 -2.929 -0.215 0.0 -0.1 -0.1 -0.62
C 2.412 -1.625 0.016 -0.1 0.3 0.1 -0.09
C 1.362 -1.532 0.938 0.4 0.3 -0.5 -0.20
C 0.744 -0.320 1.203 0.3 -0.7 -0.2 -0.26
C 1.206 0.879 0.606 0.3 -0.8 -0.3 0.03
C 0.728 2.158 1.017 -0.8 0.5 0.3 -0.30
N -0.398 2.264 1.795 -0.3 0.0 -0.1 0.44
O -0.895 3.402 2.075 0.8 -0.3 -0.1 -0.57
O -0.975 1.218 2.232 -0.2 1.5 0.1 -0.55
C 2.186 0.754 -0.423 -0.5 0.2 0.6 -0.26
C 2.783 -0.469 -0.692 -0.2 -0.3 0.3 -0.23
H 4.029 -2.763 -0.791 0.0 -0.1 0.0 0.20
H 3.378 -3.406 0.735 0.0 0.0 -0.1 0.20
H 2.485 -3.632 -0.770 0.1 0.0 0.0 0.20
H 1.017 -2.420 1.468 0.1 0.1 -0.1 0.19
H -0.110 -0.269 1.866 0.6 -0.2 -0.2 0.27
H 1.158 3.085 0.632 -0.5 -0.3 0.2 0.21
H 2.427 1.651 -0.994 0.2 -0.2 0.1 0.20
H 3.561 -0.549 -1.453 -0.2 0.1 0.1 0.19
O 2.687 4.957 1.624 2.5 -0.6 1.2 -0.37
N 3.752 4.654 2.229 -0.7 1.9 -2.6 0.50
C 3.604 3.762 3.341 -0.7 -0.5 1.1 -0.04
C 2.299 3.398 3.623 0.6 -0.1 0.4 0.12
N 2.111 2.658 4.757 0.2 -0.4 0.6 -0.19
N 0.911 2.282 5.290 0.4 -0.5 0.8 -0.03
N 1.181 1.627 6.388 1.2 0.9 -1.5 -0.03
N 2.530 1.550 6.619 0.1 0.7 -1.2 -0.32
C 3.122 2.209 5.598 -1.6 -0.2 0.0 0.29
C 4.457 2.565 5.269 0.0 0.1 -0.1 -0.24
C 4.701 3.366 4.179 -0.4 -0.1 0.1 -0.17
O 4.866 5.114 1.891 -1.7 -1.2 1.1 -0.39
H 1.435 3.714 3.054 -0.2 -0.1 0.0 0.31
H 5.205 2.176 5.948 0.3 0.3 -0.2 0.24
H 5.691 3.749 3.929 -0.2 -0.3 0.1 0.25



# 4
8
Properties=species:S:1:pos:R:3:forces:R:3:lowdin_spin:R:1 method="wB97M-V/def2-TZVPD" homo_energy_ev="-18.699 / -22.968" max_force_ha_per_bohr=0.1398 charge=+2 de_lowest_kcal_mol=16.4 spin_multiplicity=2
H -0.633 0.302 -1.573 -0.3 1.8 0.1 0.00
C 0.343 0.696 0.817 3.4 3.2 -5.5 0.09
O 1.501 0.364 1.033 -2.8 4.2 1.9 0.18
O -0.486 -0.273 0.500 -6.0 -1.9 -3.2 0.06
C -1.156 -0.101 -0.708 3.2 -4.1 3.1 0.05
H -1.754 -0.984 -0.916 -1.1 0.3 0.4 0.00
H -0.009 1.501 -0.032 1.6 0.5 3.3 0.02
Hg 2.194 -1.503 0.878 2.1 -3.9 -0.1 0.60



# 5
24
Properties=species:S:1:pos:R:3:forces:R:3:nbo_charge:R:1 method="wB97M-V/def2-TZVPD" homo_energy_ev=-8.566 max_force_ha_per_bohr=0.0712 de_lowest_kcal_mol=107.8
C -1.199 0.574 0.699 2.3 0.6 0.0 0.67
C 0.395 0.848 0.147 -1.8 0.3 0.9 -0.36
C 0.956 -0.230 -0.656 -1.3 -1.0 -1.4 0.08
C 1.224 1.180 1.401 0.0 -0.1 -0.3 -0.61
C -0.426 -0.866 -2.218 2.2 -0.3 -0.2 -0.86
C 1.416 -1.491 0.004 0.0 -0.1 0.0 -0.69
N -2.041 0.213 -0.324 1.0 -0.9 -2.6 -0.90
O -1.514 1.847 1.247 -0.3 -0.2 0.0 -0.76
O -1.155 -0.384 1.738 -0.2 0.0 0.0 -0.75
H -2.406 2.037 0.927 0.1 0.0 0.0 0.49
H -1.006 0.087 2.566 0.0 0.0 -0.1 0.48
H 0.273 1.743 -0.464 0.1 0.0 0.0 0.22
H 1.545 0.090 -1.506 0.2 0.0 0.1 0.20
H -2.440 -0.701 -0.135 -0.1 0.1 0.2 0.37
H -1.260 -0.162 -1.319 -1.7 1.1 3.1 0.39
H 2.226 1.504 1.114 0.0 0.0 0.1 0.21
H 0.742 1.983 1.954 0.0 0.0 -0.1 0.24
H 1.318 0.316 2.056 0.0 -0.1 0.0 0.21
H 1.644 -2.267 -0.726 -0.1 0.0 0.0 0.22
H -1.376 -1.363 -2.436 -0.4 0.4 0.3 0.24
H 0.253 -1.699 -2.391 0.3 0.1 0.1 0.23
H -0.183 -0.098 -2.952 -0.3 -0.1 -0.1 0.22
H 2.344 -1.308 0.558 -0.1 0.1 0.0 0.23
H 0.671 -1.851 0.714 0.0 0.0 0.0 0.24



# 6
9
Properties=species:S:1:pos:R:3:forces:R:3:nbo_charge:R:1 method="wB97M-V/def2-TZVPD" homo_energy_ev=-3.260 max_force_ha_per_bohr=0.0551 charge=-1 de_lowest_kcal_mol=69.7
C -0.185 -1.372 -0.470 -0.6 0.5 0.9 -0.81
O -1.540 2.247 0.350 0.4 1.1 -2.4 -1.04
O 2.247 1.316 0.499 0.3 0.1 0.0 -0.96
S -0.682 0.577 -0.233 1.1 -0.8 -0.4 0.09
S 1.332 -1.583 0.455 0.2 0.3 -0.2 -0.07
S 1.556 0.376 -0.392 -1.2 0.3 0.5 0.97
H -1.022 -1.773 0.082 -0.1 -0.5 -0.2 0.21
H -0.155 -1.674 -1.482 0.2 -0.6 -1.0 0.18
H -1.551 1.886 1.192 -0.2 -0.5 2.8 0.43



# 7
18
Properties=species:S:1:pos:R:3:forces:R:3:nbo_charge:R:1 method="wB97M-V/def2-TZVPD" homo_energy_ev="-8.884 / -8.564" max_force_ha_per_bohr=0.1052 de_lowest_kcal_mol=131.2
C 0.591 1.326 -1.443 0.3 0.6 -1.0 -0.18
C -1.615 0.184 -1.610 -0.7 0.9 -0.9 -0.14
C 0.744 0.793 -0.232 0.6 0.8 0.5 -0.20
C -1.342 -0.438 -0.459 -2.1 0.4 -1.8 -0.24
C -0.561 1.102 -2.333 -1.5 -4.3 2.9 -0.48
C -0.210 -0.246 0.360 3.6 1.7 1.1 -0.46
N 1.752 -1.646 3.924 0.1 0.7 0.4 -0.32
N 1.278 -1.675 2.801 -0.2 0.9 0.4 -0.25
S 1.258 -2.631 1.597 0.3 -1.6 -0.9 0.33
S -0.606 0.189 2.068 0.3 -0.4 -0.2 0.07
H 1.224 2.021 -2.020 0.6 -0.1 1.5 0.21
H -2.674 0.137 -2.057 1.8 -0.2 0.6 0.21
H 1.492 1.230 0.469 -0.3 -0.8 -0.8 0.22
H -2.045 -1.006 0.071 -1.5 -0.9 0.1 0.21
H -0.983 1.945 -2.698 -1.5 3.2 -0.5 0.22
H -0.337 0.616 -3.232 0.9 -1.2 -1.5 0.22
H 0.407 -1.213 0.490 -0.7 0.7 0.0 0.24
H 1.628 -0.690 4.306 -0.2 -0.4 0.0 0.34



# 8
137
Properties=species:S:1:pos:R:3:forces:R:3:mulliken_charge:R:1 method="wB97M-V/def2-TZVPD" homo_energy_ev=-8.260 max_force_ha_per_bohr=0.0389
C 0.168 0.702 4.673 0.3 0.0 0.4 -0.13
C -0.877 1.291 4.707 -0.4 -0.3 -1.2 -1.08
C -2.224 1.811 4.431 0.4 0.0 2.0 0.61
O -2.214 3.031 3.720 -0.2 -0.4 -0.3 -0.29
C -1.565 3.014 2.479 0.4 0.6 -1.1 0.72
C -1.281 4.483 2.115 0.0 -0.1 0.6 -0.61
C -0.716 5.305 3.281 0.4 0.5 -0.4 0.10
C 0.731 5.765 3.038 -0.3 0.2 0.7 -0.36
C 1.195 6.535 4.267 0.0 -0.1 0.1 0.47
O 0.456 7.217 4.916 -0.2 0.3 0.0 -0.59
O 2.483 6.428 4.636 0.2 -0.1 -0.2 -0.45
C -2.399 2.420 1.322 -0.6 0.6 0.0 -1.62
O -1.660 2.612 0.114 -0.1 -0.2 0.3 -0.26
C -2.314 3.367 -0.896 1.4 0.0 0.1 -0.15
P -1.068 3.678 -2.267 -0.7 0.2 -1.3 -0.35
C -0.276 5.270 -1.778 0.2 -1.0 0.5 -0.75
O 0.116 2.527 -2.065 -0.2 0.9 0.5 -0.26
N -2.828 1.038 1.498 0.8 0.1 -0.6 0.59
C -1.753 0.086 1.768 0.3 -0.7 0.1 0.05
C -0.437 0.105 1.035 -0.5 0.2 0.3 -0.65
O -1.967 -0.755 2.596 -0.4 -0.3 0.2 -0.51
C -3.591 0.541 0.406 -0.6 0.2 -0.1 0.98
C -4.936 1.181 0.119 0.9 0.4 0.2 -1.33
O -3.208 -0.384 -0.260 0.2 -0.5 0.1 -0.54
P -3.060 2.211 6.074 -1.1 0.7 -0.1 -0.05
C -3.045 0.601 6.967 0.9 0.1 -0.2 -1.13
C -1.791 3.236 6.936 0.4 -0.6 -0.2 -0.65
H 1.087 0.166 4.718 0.1 -0.1 0.0 0.84
H -2.855 1.044 3.988 0.1 -0.1 -0.3 0.20
H -0.586 2.519 2.479 -0.1 -0.3 0.5 -0.08
H -2.212 4.930 1.764 -0.1 0.1 0.0 0.52
H -0.562 4.518 1.302 -0.1 -0.1 -0.2 -0.26
H -0.749 4.811 4.246 -0.2 -0.3 -0.1 -0.70
H -1.302 6.214 3.378 -0.1 0.0 0.2 0.23
H 0.742 6.489 2.222 0.2 -0.2 -0.3 0.25
H 1.401 4.927 2.843 0.1 0.0 -0.2 0.43
H 2.931 5.734 4.129 0.0 -0.1 -0.1 0.31
H -3.305 3.025 1.240 -0.1 0.0 0.2 1.09
H -3.147 2.838 -1.353 -0.2 0.0 0.2 0.23
H -2.590 4.352 -0.509 -0.4 0.0 -0.1 0.29
H 0.678 5.287 -2.298 0.1 0.2 -0.2 0.48
H -0.080 5.324 -0.705 -0.1 0.2 0.1 0.08
H -0.891 6.093 -2.123 -0.1 0.1 0.1 0.38
H 0.762 2.873 -1.433 0.2 -0.4 0.1 0.34
H -0.053 -0.906 1.067 0.0 -0.1 -0.2 0.38
H -0.545 0.479 0.024 0.2 0.1 0.0 0.15
H 0.248 0.704 1.637 0.1 0.2 -0.2 0.10
H -5.079 2.077 0.716 -0.3 -0.1 0.1 0.26
H -4.932 1.449 -0.933 -0.2 -0.1 -0.1 0.32
H -5.705 0.438 0.302 -0.1 0.0 0.1 0.46
H -3.725 -0.109 6.507 -0.1 0.0 0.0 0.35
H -2.040 0.171 6.989 0.0 -0.1 0.0 0.33
H -3.334 0.783 8.000 -0.2 0.1 0.0 0.39
H -1.199 3.758 6.185 -0.1 0.2 -0.1 -0.05
H -2.267 3.966 7.581 -0.1 0.0 0.1 0.39
H -1.086 2.631 7.508 0.0 0.0 0.1 0.31
C -4.891 -3.473 3.242 0.0 0.0 -0.1 -0.97
C -3.594 -4.253 3.133 0.0 0.3 0.0 -0.24
O -2.904 -3.939 1.927 0.0 -0.2 -0.1 -0.52
H -5.537 -3.690 2.390 0.0 -0.1 0.0 0.30
H -5.424 -3.724 4.160 0.0 0.0 0.0 0.37
H -4.692 -2.399 3.237 0.0 0.0 0.1 0.16
H -3.791 -5.325 3.119 0.1 0.0 -0.1 0.34
H -2.944 -4.034 3.987 -0.1 -0.1 0.1 0.26
H -2.716 -2.994 1.937 0.1 0.1 0.0 0.23
C -1.937 -7.555 0.031 0.0 0.0 0.0 -0.83
C -0.805 -7.036 0.899 -0.3 0.3 0.0 -0.32
O -0.615 -5.638 0.720 0.2 -0.1 -0.1 -0.45
H -1.733 -7.352 -1.020 0.1 -0.1 0.0 0.16
H -2.070 -8.631 0.160 0.0 0.0 0.0 0.37
H -2.875 -7.054 0.282 0.0 0.0 0.1 0.28
H 0.134 -7.522 0.635 0.0 0.0 0.0 0.30
H -1.011 -7.237 1.957 0.0 -0.2 0.0 0.27
H -1.440 -5.201 0.964 0.0 0.2 0.1 0.29
C -4.279 -7.560 -4.683 -0.2 0.0 0.0 -0.96
C -3.985 -8.423 -3.469 0.2 0.4 -0.1 -0.16
O -2.598 -8.747 -3.406 -0.1 -0.3 0.1 -0.46
H -3.983 -8.074 -5.596 0.0 0.0 0.0 0.19
H -5.344 -7.321 -4.742 0.0 0.0 0.0 0.38
H -3.714 -6.629 -4.642 0.0 0.0 0.0 0.28
H -4.536 -9.361 -3.520 0.1 -0.1 0.0 0.34
H -4.276 -7.906 -2.547 -0.1 0.0 0.0 0.18
H -2.113 -7.919 -3.354 0.0 0.0 -0.1 0.17
C 2.884 0.657 -4.176 -0.1 -0.1 0.1 -0.72
C 2.486 -0.352 -3.118 -0.3 0.2 0.0 -0.49
O 1.944 0.295 -1.971 0.1 -0.1 0.1 -0.26
H 3.616 1.359 -3.781 0.1 0.0 0.0 0.25
H 3.310 0.168 -5.051 0.0 0.0 0.0 0.24
H 2.011 1.238 -4.489 0.0 -0.1 0.0 0.25
H 3.352 -0.924 -2.785 0.0 0.0 0.1 0.34
H 1.746 -1.055 -3.518 0.1 -0.1 0.0 0.30
H 1.176 0.801 -2.262 0.0 0.0 0.1 0.17
C 5.811 1.110 -8.373 0.0 -0.1 0.0 -1.23
C 4.755 1.619 -7.410 0.3 0.1 0.0 0.04
O 5.170 1.475 -6.053 -0.1 0.0 -0.1 -0.48
H 6.032 0.061 -8.174 -0.1 0.0 0.0 0.31
H 5.480 1.209 -9.408 0.0 0.0 0.0 0.35
H 6.744 1.667 -8.253 0.0 0.1 -0.1 0.34
H 3.833 1.049 -7.519 0.0 0.0 0.1 0.31
H 4.532 2.673 -7.608 -0.1 0.0 -0.1 0.12
H 5.979 1.984 -5.939 0.0 0.0 0.0 0.25
C 5.471 3.265 6.099 0.0 0.0 -0.1 -1.18
C 4.326 4.149 5.646 0.0 -0.4 0.1 -0.14
O 3.932 3.839 4.301 0.0 0.4 0.0 -0.52
H 6.330 3.384 5.438 0.0 0.1 0.0 0.30
H 5.775 3.512 7.117 0.0 0.0 0.0 0.35
H 5.182 2.212 6.071 0.0 0.0 0.1 0.33
H 4.622 5.196 5.657 -0.1 0.0 -0.1 0.34
H 3.461 4.031 6.305 0.0 0.1 0.1 0.28
H 3.657 2.918 4.284 0.0 0.0 -0.1 0.25
C 1.025 -6.754 -6.068 0.0 0.1 0.0 -1.21
C -0.203 -7.052 -5.228 0.0 -0.2 -0.2 -0.14
O -1.386 -7.091 -6.021 0.1 0.2 0.1 -0.47
H 0.908 -5.801 -6.585 0.0 0.0 0.0 0.29
H 1.923 -6.712 -5.450 0.0 0.0 0.0 0.36
H 1.165 -7.524 -6.831 0.0 0.0 0.1 0.36
H -0.350 -6.272 -4.480 -0.1 0.0 0.0 0.32
H -0.088 -8.010 -4.709 0.1 0.1 0.1 0.26
H -1.275 -7.785 -6.677 0.0 0.0 0.0 0.26
C 2.743 -1.429 1.623 0.0 0.0 0.1 -0.47
C 3.536 -1.863 2.839 -0.3 -0.2 0.0 -0.49
O 2.711 -1.888 4.006 0.1 0.2 0.1 -0.48
H 2.311 -0.444 1.795 0.1 0.0 -0.1 0.04
H 3.366 -1.389 0.729 0.0 0.0 0.0 0.32
H 1.917 -2.121 1.440 0.1 -0.1 -0.1 0.22
H 4.346 -1.163 3.039 0.0 0.0 0.1 0.31
H 3.972 -2.855 2.685 0.1 0.0 0.0 0.32
H 1.999 -2.515 3.845 0.0 0.0 0.0 0.29
C 2.095 4.737 -6.430 0.0 0.1 0.0 -1.26
C 2.691 4.328 -5.096 -0.3 -0.1 -0.1 0.27
O 1.739 4.473 -4.039 0.2 0.1 -0.1 -0.35
H 1.749 5.771 -6.393 0.1 0.0 0.0 0.33
H 2.828 4.641 -7.233 0.0 0.0 0.0 0.39
H 1.231 4.114 -6.674 0.1 -0.1 0.0 0.35
H 3.540 4.963 -4.845 0.0 0.0 0.1 0.33
H 3.037 3.293 -5.132 0.1 0.0 0.0 -0.20
H 0.984 3.907 -4.239 0.0 0.0 0.0 0.21